a | 7
Properties=species:S:1:pos:R:3:nbo_charge:R:1 method="wB97M-V/def2-TZVPD" e_lumo_ev=-1.61 homo_lumo_gap_ev=7.88 smiles="O=CC(=S)S"
C -0.211 -0.043 0.080 -0.477
C 0.423 1.283 0.128 0.361
H 1.909 -0.617 -0.308 0.170
H -0.391 2.126 0.658 0.176
O 1.643 1.402 -0.145 -0.525
S 0.843 -1.324 0.040 0.201
S -1.838 0.064 -0.067 0.093

---

b | 7
Properties=species:S:1:pos:R:3:nbo_charge:R:1 method="wB97M-V/def2-TZVPD" e_lumo_ev="-2.77 / -2.77" homo_lumo_gap_ev="6.45 / 6.42"
C -1.659 0.260 0.645 -0.238
C -2.006 -0.108 -0.416 -0.231
O 2.244 -0.287 -0.454 -0.672
S 2.466 -1.514 0.396 0.488
S 2.699 1.330 -0.422 0.184
H -1.349 0.600 1.626 0.239
H -2.396 -0.281 -1.375 0.230

---

The most stable of them is a.

---

a | 122
Properties=species:S:1:pos:R:3:lowdin_charge:R:1 method="wB97M-V/def2-TZVPD" e_lumo_ev=-0.44 homo_lumo_gap_ev=6.57
Sn -2.052 1.035 -2.248 0.341
C -7.899 -2.444 0.965 -0.040
C -6.636 -1.827 1.548 -0.257
C -6.526 -0.494 1.796 -0.021
C -5.386 0.140 2.327 -0.243
C -5.421 1.619 2.540 -0.068
C -4.259 -0.629 2.725 -0.144
C -4.352 -2.012 2.457 -0.199
C -3.355 -3.025 2.900 -0.043
C -5.549 -2.597 1.974 0.002
C -3.086 -0.073 3.502 -0.180
C -3.417 0.622 4.686 -0.013
C -2.365 1.064 5.524 -0.056
C -1.036 0.789 5.277 -0.042
C -0.666 0.093 4.100 -0.212
C -1.692 -0.143 3.108 -0.182
Ge -1.019 0.164 1.178 0.229
S -2.922 0.968 0.153 0.231
S 0.330 -1.474 0.165 0.284
Ge 1.199 0.271 -0.987 0.116
S 0.250 0.682 -3.041 0.214
S 0.484 1.708 0.523 0.277
C 3.065 0.125 -1.703 -0.229
C 3.728 1.363 -1.997 -0.213
C 4.749 1.422 -2.918 -0.044
C 5.129 0.253 -3.576 -0.044
C 4.601 -1.000 -3.261 -0.034
C 3.551 -1.034 -2.342 -0.194
C 2.976 -2.451 -2.211 -0.120
C 2.390 -3.082 -3.363 -0.202
C 2.520 -2.546 -4.765 -0.042
C 1.781 -4.332 -3.212 -0.005
C 1.778 -5.009 -1.971 -0.265
C 1.036 -6.303 -1.757 -0.047
C 2.463 -4.406 -0.934 -0.035
C 3.100 -3.152 -1.010 -0.224
C 3.809 -2.631 0.249 -0.035
C 3.338 2.703 -1.368 -0.157
C 2.823 3.761 -2.192 -0.179
C 2.652 3.708 -3.705 -0.042
C 2.169 4.846 -1.549 -0.006
C 2.493 5.181 -0.214 -0.278
C 1.954 6.469 0.398 -0.050
C 3.228 4.257 0.526 -0.020
C 3.631 3.018 -0.050 -0.249
C 4.335 1.971 0.800 -0.042
C 0.778 -0.264 3.977 -0.133
C 1.737 0.768 4.069 -0.228
C 1.359 2.205 3.920 -0.052
C 3.086 0.452 4.268 -0.002
C 3.525 -0.899 4.244 -0.254
C 5.002 -1.139 4.337 -0.047
C 2.573 -1.899 3.996 -0.027
C 1.206 -1.640 3.944 -0.199
C 0.257 -2.826 4.000 -0.033
H -8.275 -1.745 0.179 0.046
H -8.694 -2.653 1.667 0.075
H -7.636 -3.325 0.392 0.073
H -7.354 0.220 1.577 0.132
H -4.436 2.085 2.383 0.068
H -5.759 1.865 3.570 0.090
H -6.147 1.982 1.879 0.055
H -3.638 -3.379 3.875 0.089
H -2.331 -2.653 2.906 0.036
H -3.402 -3.898 2.211 0.095
H -5.525 -3.646 1.976 0.096
H -4.467 0.834 4.906 0.113
H -2.682 1.610 6.428 0.112
H -0.203 0.970 5.987 0.133
H 5.346 2.358 -3.094 0.146
H 5.832 0.262 -4.379 0.097
H 5.002 -1.903 -3.693 0.118
H 2.119 -1.523 -4.765 0.076
H 1.829 -3.099 -5.408 0.078
H 3.562 -2.606 -5.089 0.079
H 1.187 -4.743 -4.030 0.112
H 1.674 -7.083 -1.369 0.075
H 0.596 -6.629 -2.690 0.068
H 0.197 -6.115 -1.069 0.089
H 2.607 -5.044 -0.071 0.118
H 3.306 -3.017 1.167 0.074
H 3.751 -1.547 0.313 0.052
H 4.876 -2.899 0.296 0.088
H 3.518 3.346 -4.270 0.067
H 2.400 4.747 -4.004 0.085
H 1.899 2.958 -3.969 0.046
H 1.499 5.536 -2.103 0.126
H 0.933 6.643 0.022 0.081
H 2.653 7.219 0.029 0.078
H 1.939 6.472 1.516 0.085
H 3.405 4.536 1.586 0.120
H 4.858 2.448 1.642 0.075
H 5.173 1.489 0.211 0.101
H 3.605 1.252 1.223 0.069
H 0.877 2.546 4.855 0.087
H 0.656 2.348 3.101 0.029
H 2.227 2.802 3.779 0.063
H 3.838 1.225 4.422 0.114
H 5.244 -1.579 5.319 0.089
H 5.478 -0.173 4.255 0.067
H 5.303 -1.865 3.579 0.078
H 2.917 -2.927 3.803 0.120
H 0.864 -3.691 4.271 0.075
H -0.182 -2.975 2.990 0.064
H -0.555 -2.657 4.726 0.092
C -3.194 1.088 -6.562 -0.129
C -3.182 1.532 -5.113 -0.786
S -3.751 0.388 -3.929 0.576
C -2.914 2.884 -4.704 -0.787
C -2.594 3.949 -5.757 -0.139
S -2.750 3.341 -3.043 0.546
H -2.607 0.163 -6.660 0.076
H -2.756 1.868 -7.221 0.071
H -4.215 0.966 -6.867 0.066
H -3.298 3.939 -6.611 0.078
H -1.592 3.794 -6.145 0.074
H -2.670 4.919 -5.231 0.059
O -8.850 -0.526 -2.936 0.019
C -8.000 -0.421 -2.183 0.019
O -2.022 -1.346 -1.942 -0.285
H -1.571 -1.704 -2.745 0.064
H -1.372 -1.534 -1.193 -0.076

---

b | 122
Properties=species:S:1:pos:R:3:lowdin_charge:R:1 method="wB97M-V/def2-TZVPD" e_lumo_ev="-0.49 / -0.49" homo_lumo_gap_ev="6.07 / 6.07"
Sn -0.705 1.281 -4.321 0.708
C 7.708 -1.756 1.792 -0.076
C 6.316 -1.864 1.404 -0.293
C 5.767 -1.360 0.206 0.006
C 4.551 -1.844 -0.341 -0.189
C 4.094 -1.262 -1.669 -0.061
C 3.711 -2.681 0.456 -0.166
C 4.203 -3.067 1.749 -0.235
C 3.235 -3.762 2.673 -0.045
C 5.516 -2.769 2.110 -0.014
C 2.674 -3.495 -0.281 -0.194
C 2.929 -4.881 -0.374 -0.026
C 2.183 -5.653 -1.209 -0.057
C 1.052 -5.148 -1.797 -0.036
C 0.692 -3.808 -1.666 -0.197
C 1.506 -2.939 -0.854 -0.190
Ge 0.773 -1.222 -0.097 0.144
S 1.147 0.594 -1.480 0.037
S -1.339 -1.018 0.579 0.270
Ge -0.137 0.730 1.603 0.156
S 0.140 2.056 -0.235 0.094
S 1.755 -0.473 1.869 0.319
C -0.828 1.448 3.270 -0.239
C -2.090 1.063 3.724 -0.185
C -2.428 1.147 5.123 -0.013
C -1.465 1.527 6.063 -0.047
C -0.208 1.864 5.587 -0.034
C 0.063 2.026 4.212 -0.194
C 1.432 2.578 3.870 -0.116
C 2.684 1.988 4.227 -0.231
C 2.781 0.895 5.241 -0.055
C 3.879 2.606 3.818 -0.020
C 3.980 3.747 3.034 -0.271
C 5.345 4.296 2.739 -0.050
C 2.786 4.418 2.766 0.009
C 1.532 3.833 3.154 -0.190
C 0.295 4.650 2.910 -0.053
C -3.224 0.718 2.816 -0.164
C -4.011 -0.421 3.068 -0.214
C -3.752 -1.441 4.192 -0.035
C -5.139 -0.643 2.255 -0.018
C -5.553 0.222 1.225 -0.248
C -6.884 -0.077 0.548 -0.055
C -4.801 1.388 1.022 -0.008
C -3.712 1.670 1.854 -0.197
C -3.233 3.086 1.680 -0.042
C -0.396 -3.365 -2.558 -0.134
C -0.152 -2.579 -3.701 -0.231
C 1.245 -2.135 -4.086 -0.054
C -1.165 -2.186 -4.562 -0.062
C -2.524 -2.488 -4.276 -0.254
C -3.611 -2.033 -5.202 -0.051
C -2.792 -3.260 -3.124 0.003
C -1.760 -3.767 -2.282 -0.178
C -2.111 -4.834 -1.231 -0.036
H 7.766 -1.238 2.762 0.088
H 8.321 -1.217 1.071 0.078
H 8.175 -2.755 1.992 0.102
H 6.317 -0.561 -0.339 0.127
H 4.979 -1.460 -2.332 0.099
H 3.895 -0.196 -1.600 0.054
H 3.344 -1.811 -2.209 0.032
H 2.348 -3.140 2.837 0.050
H 3.695 -3.866 3.677 0.086
H 2.903 -4.732 2.245 0.082
H 5.924 -3.123 3.062 0.122
H 3.836 -5.201 0.093 0.118
H 2.434 -6.657 -1.502 0.111
H 0.429 -5.742 -2.408 0.106
H -3.449 1.030 5.409 0.102
H -1.768 1.737 7.099 0.116
H 0.543 2.139 6.330 0.113
H 2.203 0.001 4.967 0.079
H 2.459 1.225 6.217 0.069
H 3.830 0.629 5.314 0.073
H 4.845 2.178 4.185 0.126
H 5.572 5.056 3.506 0.092
H 5.379 4.789 1.784 0.071
H 6.121 3.549 2.802 0.070
H 2.762 5.339 2.218 0.110
H 0.546 5.688 3.152 0.081
H -0.493 4.375 3.671 0.095
H -0.133 4.534 1.906 0.068
H -2.701 -1.797 4.150 0.096
H -4.503 -2.248 4.127 0.075
H -4.043 -0.985 5.152 0.070
H -5.744 -1.540 2.402 0.107
H -7.286 -1.074 0.794 0.073
H -6.815 0.011 -0.593 0.101
H -7.565 0.722 0.855 0.076
H -5.057 2.125 0.255 0.119
H -2.138 3.165 1.543 0.039
H -3.446 3.694 2.588 0.101
H -3.741 3.580 0.860 0.072
H 2.055 -2.872 -3.908 0.088
H 1.555 -1.263 -3.505 0.021
H 1.207 -1.938 -5.194 0.095
H -0.875 -1.757 -5.544 0.115
H -4.545 -2.518 -4.932 0.073
H -3.332 -2.214 -6.271 0.103
H -3.712 -0.983 -4.962 0.029
H -3.814 -3.564 -2.833 0.116
H -1.795 -4.640 -0.215 0.072
H -1.591 -5.758 -1.603 0.083
H -3.196 -5.068 -1.284 0.080
C -4.945 3.588 -4.493 -0.135
C -3.707 2.738 -4.858 -0.791
S -3.115 1.538 -3.743 0.454
C -3.204 2.821 -6.145 -0.848
C -3.795 3.815 -7.136 -0.125
S -1.963 1.766 -6.661 0.489
H -4.811 4.672 -4.796 0.085
H -5.074 3.611 -3.422 0.041
H -5.854 3.177 -4.999 0.090
H -3.975 3.342 -8.121 0.077
H -3.067 4.584 -7.359 0.066
H -4.697 4.291 -6.761 0.049
O -0.895 4.661 -4.098 0.094
C -0.241 3.707 -4.090 -0.102
O 1.674 2.016 -5.887 -0.163
H 2.551 1.716 -6.183 0.058
H 1.465 2.710 -6.538 0.048

---

The most stable of them is a.

---

a | 27
Properties=species:S:1:pos:R:3:nbo_charge:R:1 method="wB97M-V/def2-TZVPD" e_lumo_ev=0.99 homo_lumo_gap_ev=8.64
C -0.551 -1.589 -1.238 0.139
C -0.518 0.184 -0.544 -0.215
C 0.543 0.073 0.437 -0.186
C 1.013 1.882 0.742 -0.378
C -1.901 0.577 -0.084 -0.635
C 0.245 -0.606 1.752 -0.646
C 2.384 1.927 1.378 -0.626
N -1.848 -2.096 -1.579 -0.846
N 0.278 -1.465 -2.390 -0.877
H -0.123 -2.303 -0.527 0.176
H -0.222 0.823 -1.380 0.207
H 1.451 -0.323 -0.019 0.205
H -2.398 -2.316 -0.758 0.363
H -2.359 -1.439 -2.161 0.352
H -0.177 -1.360 -3.295 0.365
H 0.997 -2.163 -2.534 0.368
H 0.985 2.424 -0.203 0.191
H 0.235 2.260 1.405 0.184
H -2.592 0.498 -0.926 0.202
H -1.912 1.621 0.228 0.212
H -2.265 -0.057 0.722 0.200
H 1.093 -1.214 2.069 0.215
H 0.023 0.106 2.547 0.213
H -0.625 -1.259 1.728 0.205
H 2.687 2.949 1.633 0.205
H 2.419 1.343 2.299 0.201
H 3.137 1.522 0.700 0.202

---

b | 27
Properties=species:S:1:pos:R:3:nbo_charge:R:1 method="wB97M-V/def2-TZVPD" e_lumo_ev=0.96 homo_lumo_gap_ev=10.16 smiles="C=C(C)CC.CC(N)N"
C -1.184 -1.307 1.705 0.116
C -2.445 -1.133 0.878 -0.634
N -0.690 0.026 2.437 -0.880
N -0.164 -1.957 0.974 -0.845
H -1.329 -1.713 2.731 0.187
H 0.682 -2.072 1.515 0.371
H -1.469 0.480 2.904 0.346
H -0.377 0.672 1.716 0.331
H 0.047 -1.487 0.098 0.373
H -3.233 -0.673 1.469 0.210
H -2.245 -0.508 0.007 0.201
H -2.792 -2.104 0.533 0.222
C 2.031 0.804 -1.400 -0.436
C -0.359 1.683 -1.247 -0.651
C 2.390 0.916 0.084 -0.601
C 0.563 0.565 -1.636 0.045
C 0.115 -0.570 -2.157 -0.437
H 2.324 1.729 -1.905 0.206
H 2.604 -0.012 -1.846 0.207
H -0.077 2.602 -1.766 0.219
H -1.393 1.448 -1.497 0.217
H -0.299 1.885 -0.176 0.211
H 1.917 1.783 0.541 0.202
H 2.070 0.028 0.626 0.207
H 3.466 1.021 0.202 0.214
H 0.782 -1.366 -2.447 0.200
H -0.935 -0.740 -2.342 0.198

---

c | 27
Properties=species:S:1:pos:R:3:nbo_charge:R:1 method="wB97M-V/def2-TZVPD" e_lumo_ev="0.85 / 0.79" homo_lumo_gap_ev="8.06 / 6.98"
C 0.243 -0.185 0.608 0.149
C -1.038 0.189 -1.685 -0.122
C 1.061 0.347 -0.326 -0.369
C 0.101 -1.660 0.786 -0.670
C -0.482 0.673 1.593 -0.671
C -2.376 0.456 -1.074 -0.674
C -0.876 -1.110 -2.408 -0.675
N 2.523 0.155 1.598 -0.438
N 2.848 1.448 2.017 -0.636
H 3.262 -0.115 0.947 0.305
H -0.589 1.047 -2.178 0.167
H 2.184 1.755 2.716 0.349
H 2.919 2.157 1.285 0.337
H 1.604 -0.281 -1.017 0.201
H 1.192 1.418 -0.411 0.193
H -1.542 0.417 1.630 0.222
H -0.954 -1.950 0.783 0.213
H 0.623 -2.220 0.012 0.217
H 0.523 -1.933 1.756 0.236
H -0.386 1.734 1.366 0.212
H -0.063 0.486 2.586 0.226
H -2.401 1.398 -0.521 0.211
H -2.680 -0.346 -0.391 0.197
H -3.167 0.516 -1.841 0.206
H 0.149 -1.270 -2.754 0.207
H -1.155 -1.961 -1.778 0.202
H -1.524 -1.164 -3.299 0.205

---

d | 27
Properties=species:S:1:pos:R:3:nbo_charge:R:1 method="wB97M-V/def2-TZVPD" e_lumo_ev=0.88 homo_lumo_gap_ev=7.54
C -0.317 0.183 0.685 0.451
C 0.287 -0.005 -0.587 -0.123
C 2.030 -0.403 0.361 -0.442
C -0.083 1.443 1.477 -0.677
C -3.058 0.147 -0.405 -0.426
C 0.084 -1.224 -1.446 -0.644
C 3.105 0.064 -0.592 -0.631
N -1.805 0.725 -0.826 -0.835
N -0.749 -0.880 1.423 -0.814
H -1.815 1.728 -0.646 0.315
H 0.595 0.896 -1.096 0.229
H -1.191 -0.692 2.308 0.390
H -1.121 -1.675 0.928 0.398
H 1.966 -1.484 0.466 0.186
H 2.149 0.029 1.353 0.184
H 0.492 2.165 0.903 0.233
H 0.458 1.227 2.399 0.224
H -1.047 1.883 1.738 0.234
H -3.071 -0.921 -0.654 0.165
H -3.269 0.218 0.683 0.135
H -3.920 0.595 -0.923 0.186
H -0.100 -2.129 -0.867 0.193
H 0.975 -1.409 -2.046 0.219
H -0.771 -1.058 -2.098 0.252
H 4.110 -0.196 -0.242 0.204
H 2.986 -0.379 -1.584 0.199
H 3.083 1.151 -0.709 0.196

---

The most stable of them is b.